[1]
Entry from the Open Molecules 2025 dataset: a 3-piece molecular cluster, C3H12NO2 overall at a distorted geometry (ωB97M-V/def2-TZVPD).

Calculated values
spin multiplicity	1
net charge	+1
E_HOMO	-14.4	eV
energy above the lowest of the compared OMol25 structures with the same formula, charge and spin	70.59	kJ/mol
orbital gap	11.43	eV

Atoms and positions in Å:
H -2.62999 1.64623 -3.03547
N 0.88199 1.21315 1.21215
H -2.64005 0.29408 -2.25338
O 0.23778 1.63254 -1.38004
H 0.80708 -3.03438 1.74721
H 1.87582 1.16077 1.08577
H 0.74522 -3.13334 0.04640
C 0.51004 -0.17267 1.62575
H 0.72933 2.04041 -2.09648
H 0.82051 -0.78943 -0.27966
H 0.25278 -0.27244 2.67114
H -0.58669 1.27937 -1.80303
H 0.44542 1.49473 0.31146
H -0.74036 -2.75394 0.93399
H 0.67715 1.94645 1.88917
C 0.56364 -1.13162 0.72511
C 0.30810 -2.59620 0.88158
O -2.25777 1.17630 -2.28168

Results of the natural (NBO) charge analysis, in e, for atoms 1 through 5:
1. H 0.50
2. N -0.71
3. H 0.49
4. O -1.01
5. H 0.24

---

[2]
Entry from the Open Molecules 2025 dataset: one molecule with the formula C3H3N3O at a distorted geometry (ωB97M-V/def2-TZVPD).

Calculated values
SMILES	[H]/N=c1/ncnco1
spin multiplicity	1
E_HOMO	-9.8	eV
energy above the lowest of the compared OMol25 structures with the same formula, charge and spin	339.95	kJ/mol
orbital gap	9.26	eV

Atoms and positions in Å:
N 0.12610 -0.61132 -1.07181
C 0.59156 0.35685 1.40689
O -0.29930 0.83201 0.40069
N 1.15662 -0.78924 1.16566
C -0.64507 0.30630 -0.82826
N -1.42454 0.74001 -1.64373
H 0.52041 1.06840 2.23724
C 0.90312 -1.18120 -0.20466
H 1.29413 -2.11979 -0.40007
H -2.22302 1.39798 -1.06195

Results of the natural (NBO) charge analysis, in e, for atoms 1 through 5:
1. N -0.47
2. C 0.45
3. O -0.54
4. N -0.51
5. C 0.62